Density functional theory data (ωB97M-V/def2-TZVPD) for a single C5H7NO molecule at a distorted geometry.

CARTESIAN COORDINATES (ANGSTROEM)
1 N -0.930 -2.274 -0.592
2 C -0.210 -1.252 -0.463
3 O 0.368 -0.548 -1.531
4 C 0.977 0.628 -1.306
5 C 0.209 1.478 -0.313
6 C -0.267 0.753 0.958
7 C 0.336 -0.646 0.791
8 H -1.126 -2.500 -1.568
9 H 1.398 -0.463 0.527
10 H -0.613 1.766 -0.989
11 H 0.764 2.395 -0.097
12 H -1.357 0.746 1.089
13 H 0.155 1.227 1.849
14 H 0.296 -1.309 1.647

Values from the calculation:
Maximum force in eV/A: 1.2
Energy in eV: -8832.5769
Charge: 0